Run one
ORCA calculation (wB97M-V/def2-TZVPD) on the molecule CH5NOS.

The geometry in XYZ format:
```
9
CH5NOS | OMol25 | wB97M-V/def2-TZVPD
S -1.18057 0.06910 -0.61602
O -2.08696 -0.33843 0.61178
N -0.60129 1.49865 0.06716
C 0.20018 -1.11746 -0.31523
H 1.07917 -0.97742 -1.00975
H 0.28582 1.96304 -0.17826
H -0.26363 -2.19527 -0.50858
H -0.72281 1.41692 1.08907
H 0.46879 -0.87341 0.80229
```

Summary:
Orbital gap, eV: 10.04
E_HOMO, eV: -9.34
E_LUMO, Eh: 0.0256
Total charge: 0

Just the Mulliken charges please, in e? Sure, here they are: 0.510 -0.620 -0.522 -0.728 0.318 0.261 0.265 0.284 0.233

Run two
ORCA calculation (wB97M-V/def2-TZVPD) on a cluster of 2 separate species, CH5NOS in total.

The geometry in XYZ format:
```
9
CH5NOS | OMol25 | wB97M-V/def2-TZVPD
S 0.10517 -1.62469 2.62021
O -0.37467 0.36496 0.27761
N -0.08266 1.44331 -1.67275
C 0.05932 0.33932 -0.84957
H 0.43723 -2.91529 2.58013
H 0.39929 1.38682 -2.55463
H -0.21730 2.33391 -1.22491
H -0.98390 -0.95144 2.21823
H 0.65752 -0.37690 -1.39432
```

Summary:
Orbital gap, eV: 9.87
E_HOMO, eV: -9.01
SMILES string: NC=O.S
E_LUMO, Eh: 0.0316
Total charge: 0

Just the Mulliken charges please, in e? Sure, here they are: -0.338 -0.492 -0.408 0.188 0.146 0.226 0.227 0.181 0.270

Run three
ORCA calculation (wB97M-V/def2-TZVPD) on a cluster of 2 separate species, CH5NOS in total.

The geometry in XYZ format:
```
9
CH5NOS | OMol25 | wB97M-V/def2-TZVPD
S 1.06742 0.16515 -0.11809
O 2.15114 0.58078 0.76188
N 0.92082 -1.32625 -0.43547
C -0.52717 0.39013 0.68220
H -0.75575 1.41000 0.66778
H 0.12056 2.01801 -2.05402
H -1.46404 -0.05402 0.23885
H 1.75568 -1.77273 -0.72221
H -0.51092 -0.18921 1.62686
```

Summary:
Orbital gap (alpha / beta), eV: 8.59 / 8.46
E_HOMO (alpha / beta), eV: -10.22 / -9.17
E_LUMO (alpha / beta), Eh: -0.0597 / -0.0263
Total charge: 0

Just the Mulliken charges please, in e? Sure, here they are: 0.593 -0.545 -0.496 -0.817 0.342 0.024 0.313 0.260 0.327

What should be chosen as the most stable of them? Choose run two.

Run one
ORCA calculation (wB97M-V/def2-TZVPD) on the molecule C7H9NO2.

The geometry in XYZ format:
```
19
C7H9NO2 | OMol25 | wB97M-V/def2-TZVPD
O 1.76598 1.30840 -1.17768
O 0.03439 -0.86605 -1.01073
N 0.27540 -1.26287 0.33017
C 0.70234 1.19690 -1.72522
C -0.70027 0.88053 0.36747
C -0.44070 0.51799 -1.10889
C 1.70948 -1.18961 0.56261
C -2.48858 0.68389 -2.72575
C -0.57719 -0.41759 1.14026
C -1.62173 0.65100 -1.93272
H -0.32953 -0.27528 2.18418
H -0.01479 1.66304 0.64539
H 1.88429 -1.65150 1.48761
H 2.01591 -1.72750 -0.26217
H -1.62649 1.29612 0.46137
H 0.45936 1.67763 -2.69215
H -3.03589 0.79281 -3.61520
H -1.59781 -0.73270 1.05348
H 2.10229 -0.21867 0.66540
```

Summary:
Orbital gap, eV: 9.27
E_HOMO, eV: -8.76
SMILES string: C#C[C@@]1(C=O)CCN(C)O1
E_LUMO, Eh: 0.0188
Total charge: 0

Just the Mulliken charges please, in e? Sure, here they are: -0.447 -0.461 0.012 -0.337 -1.218 2.191 -0.918 0.351 -0.524 -2.160 0.300 0.340 0.409 0.285 0.596 0.389 0.491 0.351 0.350

Run two
ORCA calculation (wB97M-V/def2-TZVPD) on a cluster of 2 separate species, C7H9NO2 in total.

The geometry in XYZ format:
```
19
C7H9NO2 | OMol25 | wB97M-V/def2-TZVPD
O 3.90634 -0.72958 -0.98824
O 1.95195 -0.81040 0.26007
N -1.09338 -1.24721 -0.47914
C -3.07296 0.71465 -0.09581
C 3.14624 -0.37621 -0.15171
C -1.91471 1.00008 -0.80317
C 3.38982 0.83256 0.78651
C -3.19712 -0.52985 0.50490
C -2.22409 -1.49195 0.16522
C -0.94974 0.06683 -0.91377
H 3.16136 0.60577 1.78490
H 4.44360 1.10829 0.75680
H -1.66127 2.02519 -1.18407
H 0.05698 0.23827 -1.32542
H 1.54003 -1.38104 -0.40577
H -4.15045 -0.69454 1.14626
H -2.30168 -2.51772 0.45912
H 2.68647 1.63302 0.24708
H -3.71738 1.55383 0.23623
```

Summary:
Orbital gap, eV: 10.66
E_HOMO, eV: -9.97
SMILES string: c1ccncc1.CC(=O)O
E_LUMO, Eh: 0.0254
Total charge: 0

Just the Mulliken charges please, in e? Sure, here they are: -0.534 -0.414 -0.456 -0.182 0.588 -0.445 -0.771 -0.294 -0.272 0.103 0.302 0.298 0.286 0.299 0.331 0.258 0.398 0.187 0.318

Run three
ORCA calculation (wB97M-V/def2-TZVPD) on a cluster of 2 separate species, C7H9NO2 in total.

The geometry in XYZ format:
```
19
C7H9NO2 | OMol25 | wB97M-V/def2-TZVPD
O 2.96117 1.01637 -0.41770
O 1.53432 1.16098 2.03932
N -0.14381 0.10929 0.88612
C -0.55649 -0.19794 -0.54880
C 1.75269 0.32729 -0.26687
C -1.90902 0.38248 1.89091
C 0.62357 0.34913 -1.43358
C -3.01577 0.80624 2.10132
C 1.04339 0.56881 1.14147
C -0.69304 -1.68673 -0.64625
H 0.48585 1.31745 -1.96068
H 2.01469 -0.70293 -0.19497
H 0.89611 -0.48785 -2.07534
H -0.85754 -2.17971 0.25836
H -1.59062 0.28697 -0.70278
H 0.20791 -2.15389 -1.01325
H 2.89737 1.93402 -0.22954
H -1.68547 -1.90286 -1.19532
H -3.96530 1.05289 2.36759
```

Summary:
Orbital gap, eV: 8.52
E_HOMO, eV: -9.81
E_LUMO, Eh: -0.0474
Total charge: 0

Just the Mulliken charges please, in e? Sure, here they are: -0.531 -0.588 -0.097 0.357 0.070 -0.497 -0.846 -0.016 0.360 -1.388 0.326 0.236 0.299 0.379 0.477 0.392 0.350 0.292 0.424

What should be chosen as the most stable of them? Choose run two.